ORCA calculation (ωB97M-V/def2-TZVPD) on a 2-piece molecular cluster, C10H16 overall.

Properties
Structure (SMILES): Cc1ccccc1.CCC
E_HOMO: -0.3285 Eh
Gap between HOMO and LUMO: 0.368 hartree

Element x y z (Å)
C -0.740 -0.323 -2.033
C -1.861 -1.321 -2.115
C -0.521 -1.159 2.322
H -1.500 -2.305 -2.393
H -0.267 1.411 2.809
H 2.350 2.014 -1.994
H -0.903 -1.945 2.986
H 0.791 1.284 4.147
H 1.056 -0.966 3.824
H 1.501 1.500 2.576
H 1.568 -0.730 2.160
C 0.917 1.014 -3.163
C 0.694 0.986 3.100
H -0.302 -1.726 1.415
C 0.834 1.013 -0.764
C -0.205 0.205 -3.216
C 0.772 -0.542 2.865
H -1.363 -0.498 2.162
H -2.376 -1.459 -1.160
H 1.194 1.340 0.203
H 1.536 1.241 -4.026
H -0.974 0.131 0.018
H -2.628 -0.946 -2.785
H -0.693 0.118 -4.181
C 1.444 1.431 -1.925
C -0.322 0.231 -0.835


ORCA calculation (ωB97M-V/def2-TZVPD) on C30H42BrMnN4O3Si2 as an isolated structure.

Properties
E_HOMO (alpha / beta): -0.2501 / -0.2598 Eh
Gap between HOMO and LUMO (alpha / beta): 0.220 / 0.250 hartree
Spin multiplicity: 5

Element x y z (Å)
H 3.324 -2.665 2.135
H 5.342 -0.274 -1.072
C 2.865 3.454 0.485
C -0.999 0.016 -4.736
Si 3.446 -1.622 -0.086
H -1.434 -0.988 2.420
H -4.004 -3.383 -5.765
H -4.332 -5.148 3.688
H 4.869 -1.826 1.979
H -3.954 -2.731 4.078
C -3.604 -4.614 3.091
C -2.587 -1.865 -5.249
O 0.521 0.730 2.711
H 0.000 3.608 -2.414
C -0.549 3.996 1.535
C -1.749 -3.221 1.556
Mn 0.624 0.044 0.468
H 1.328 1.737 5.112
H -3.011 -6.350 1.969
H 4.359 -1.079 -2.296
C -2.248 -0.514 -5.322
H 2.525 0.568 3.226
C -4.261 -0.115 -6.597
H 6.029 2.637 1.375
H -1.120 4.717 -1.610
H -2.749 2.405 0.125
H 4.631 -3.387 1.189
C -0.808 -2.470 0.647
N 0.980 1.887 0.145
C -3.405 -3.262 3.313
H 5.089 0.372 1.158
Br 1.140 0.489 -3.003
C -3.089 0.350 -6.023
H -1.156 3.456 2.266
N -0.842 -1.122 -1.282
H -2.824 1.397 -6.105
H -0.116 -3.188 0.190
Si -0.339 2.988 -0.040
C -4.602 -1.457 -6.495
H -0.406 0.655 -5.380
C -0.191 4.155 -1.490
H -1.053 4.944 1.332
O -2.281 -1.251 2.839
H 0.333 0.293 5.361
C -1.860 1.898 -0.254
C 1.550 0.229 3.583
H -1.363 -5.093 0.610
C 4.201 3.622 0.835
C -1.270 -0.945 -2.472
H -1.823 0.950 0.302
C 4.804 -1.192 -1.304
C 4.995 2.513 1.080
H 0.518 1.694 2.744
H -5.513 -1.822 -6.949
H -2.310 -2.434 -0.851
H 0.414 4.232 1.995
H -2.236 -1.353 -2.769
N -1.612 -1.834 -0.421
H -1.913 -2.559 -4.762
C 1.303 0.650 5.015
C 2.324 2.179 0.370
O -0.118 -1.463 1.289
C 2.335 -2.874 -0.940
H 1.504 -0.854 3.473
C -1.945 -4.583 1.371
H 2.237 4.322 0.321
H -2.034 1.647 -1.302
H 2.078 0.240 5.664
H 4.611 4.619 0.931
H 1.406 -2.417 -1.283
C 4.144 -2.443 1.447
C 4.466 1.232 0.949
C -2.869 -5.290 2.126
N 2.535 -0.196 0.316
H 2.843 -3.268 -1.822
H -4.909 0.571 -7.125
C -0.549 -0.202 -3.496
H 0.615 4.876 -1.351
C -3.758 -2.331 -5.827
C -2.470 -2.561 2.560
H 5.528 -2.009 -1.355
H 2.090 -3.716 -0.290
C 3.147 1.046 0.544


ORCA calculation (ωB97M-V/def2-TZVPD) on a 2-piece molecular cluster, C5H4O overall.

Properties
E_HOMO: -0.3380 Eh
Gap between HOMO and LUMO: 0.330 hartree

Element x y z (Å)
C -0.928 -0.600 -0.203
C 1.672 0.662 -0.477
H 0.233 -0.190 0.637
C -0.325 -0.025 -1.351
C 1.576 0.371 0.751
H 2.090 0.343 1.694
H -2.124 0.826 0.244
O -2.108 -0.136 0.328
C 0.825 0.439 -1.491
H -0.913 -1.689 -0.132


ORCA calculation (ωB97M-V/def2-TZVPD) on C58H63InN9O4 as an isolated structure.

Properties
E_HOMO: -0.1847 Eh
Gap between HOMO and LUMO: 0.247 hartree
Charge: -1

Element x y z (Å)
H -2.192 6.780 6.296
H 8.646 -2.930 -0.756
H -0.488 1.101 1.889
H 2.966 12.835 8.351
H 4.506 12.760 6.399
H -10.290 -5.726 -5.416
H -9.443 -7.163 -0.094
H -7.546 -4.601 -2.361
N 6.656 -2.547 -1.061
H 3.891 1.299 -0.242
H -0.713 -0.940 -2.604
H -1.416 4.432 4.408
H 7.965 -3.165 -9.464
C -7.678 -3.538 -5.555
H 6.587 -1.095 2.521
O 2.122 -3.702 -3.752
C 1.293 -8.396 -7.109
H 3.296 -8.094 -7.834
H 6.513 -0.597 -6.357
C -6.650 -5.573 0.321
C 6.529 -1.548 -6.878
H -7.180 -2.872 -6.244
H -1.219 5.358 0.166
C -6.743 -7.332 1.923
C 6.607 -1.502 1.518
O 2.562 -2.269 -2.103
H 0.178 -2.712 -1.441
H 6.456 -4.941 -8.564
N 0.940 0.089 0.825
H -3.145 -3.999 -1.956
H 0.040 -6.646 -4.507
H -2.973 6.436 8.626
C -2.404 7.318 8.366
N 5.719 -2.484 -6.389
C -0.354 -1.693 -3.301
H -1.672 -1.389 -4.938
C -9.433 -5.149 -5.103
H -9.473 -5.931 -3.088
H -0.154 -3.790 -2.804
H -8.549 -8.505 1.801
C 2.137 0.158 0.244
H -9.144 -4.207 -6.992
H 2.465 -0.748 -0.253
H -2.827 1.790 8.252
H 8.699 -2.021 1.559
C 2.544 -7.800 -7.109
H -3.580 4.126 7.870
C -0.973 9.487 7.600
O -4.971 -2.941 -4.278
C 7.749 -2.521 -0.302
H -6.317 -7.894 2.745
H 0.786 3.242 1.991
C -7.233 -3.644 -4.242
O -6.297 -2.264 -2.618
H -0.397 10.339 7.254
H 4.867 -5.077 -4.121
C 7.780 -2.014 0.988
H -2.460 7.589 3.611
N 0.231 5.706 1.572
N 2.910 -6.850 -6.249
H 0.416 -1.203 -3.903
C -8.982 -5.278 -3.790
H -3.014 6.566 1.397
C 2.926 1.301 0.248
C 0.367 -7.985 -6.162
H -0.565 2.103 4.619
H 1.051 -9.161 -7.835
C -7.982 -7.675 1.402
C 2.677 9.686 7.652
C 6.501 -3.961 -8.107
H 4.851 10.577 5.235
C 0.299 -2.846 -2.509
C 7.353 -1.739 -7.977
C -1.971 7.511 7.063
C -2.487 2.339 7.385
H 2.328 -5.693 -4.662
C -1.706 7.067 3.035
In -3.274 -2.537 -2.977
C -1.016 5.829 1.122
H 3.027 3.346 0.908
C 5.459 -1.521 0.743
H 5.047 -4.417 -6.591
H 2.124 8.841 8.046
H -2.407 8.158 10.345
H 5.383 -3.582 -3.402
N -2.530 4.379 6.126
C -2.017 6.501 1.810
C -1.230 2.512 5.367
H 4.653 -2.082 -1.174
C -2.905 3.643 7.171
C 4.190 10.652 6.088
H 3.407 -3.797 -5.306
H -5.091 -5.961 1.744
C 7.337 -2.975 -8.603
C 2.008 -6.467 -5.343
H 1.537 6.144 3.090
H -6.149 -4.726 -0.139
C -2.089 8.275 9.316
N 2.483 10.844 8.281
H -1.283 0.746 6.588
C -6.088 -2.865 -3.664
H -0.622 -8.423 -6.131
C -8.776 -4.283 -5.980
C -1.468 -2.189 -4.232
C 5.532 -2.053 -0.538
C -1.705 3.810 5.249
H -3.441 -1.081 -1.971
C 1.201 2.378 1.493
H -1.081 10.155 9.636
C 0.493 1.186 1.432
C -7.893 -4.519 -3.374
H 4.165 -4.564 -2.568
H 7.989 -0.939 -8.330
C -1.355 9.385 8.928
H 4.525 -1.128 1.120
N -1.267 8.575 6.674
C 3.141 11.905 7.819
C -0.413 6.949 3.518
H -0.134 7.374 4.475
C 4.001 11.864 6.732
C -6.061 -6.261 1.372
C -8.480 -6.926 0.347
C -1.630 1.763 6.460
C 2.446 2.432 0.887
H 3.672 -2.402 -4.297
C 4.524 -4.231 -3.532
C 3.432 -3.456 -4.278
C 1.762 -2.895 -2.746
H -1.099 -3.073 -4.748
C 3.515 9.537 6.557
H 3.631 8.571 6.084
N -7.838 -5.891 -0.191
C 5.714 -3.667 -7.004
C 0.514 6.264 2.748
C 0.730 -7.000 -5.259


ORCA calculation (ωB97M-V/def2-TZVPD) on a 5-piece molecular cluster, C7H17NO4 overall.

Properties
Structure (SMILES): Cc1ccccc1N.O.O.O.O
E_HOMO: -0.2950 Eh
Gap between HOMO and LUMO: 0.315 hartree

Element x y z (Å)
O 1.594 1.539 1.937
O 2.562 2.667 -0.335
H 1.880 2.116 1.196
H 1.254 0.522 0.296
H 0.732 0.825 -2.311
H -3.794 -1.973 -0.755
H 0.147 2.085 -1.900
C -1.722 -2.607 -0.726
H 2.014 2.229 -1.025
H -1.966 -3.568 -0.635
H -3.067 0.596 -0.904
H 1.535 -1.160 1.072
H 0.066 -1.712 2.416
H 0.432 -3.033 -1.081
C -2.364 -0.356 -0.720
H 3.438 2.913 -0.502
H -1.595 1.537 0.816
O 0.149 -1.060 3.049
H 1.372 2.364 2.519
C -1.064 -0.107 -0.293
H 2.149 -0.714 -0.615
N -0.879 1.166 0.192
C 1.357 -0.598 0.068
O 0.955 1.814 -2.314
H 0.694 -0.423 2.676
H 0.044 1.327 0.622
C -0.370 -2.306 -0.792
C 0.008 -0.993 -0.408
C -2.722 -1.660 -0.782


Number 1: maximum force 0.031 Eh/bohr. Number 2: maximum force 0.013 Eh/bohr. Number 3: maximum force 0.010 Eh/bohr. Number 4: maximum force 0.019 Eh/bohr. Number 5: maximum force 0.084 Eh/bohr.